Record 1
12
Properties=species:S:1:pos:R:3:forces:R:3:nbo_charge:R:1 method="wB97M-V/def2-TZVPD" e_lumo_ev=0.82 charge=0 orbital_gap_ev=9.7 e_tot_ev=-15085.63066 smiles=CCS.O
C -1.0375 0.2723 -0.5857 -3.2 -0.7 0.5 -0.636
C -0.3639 -1.0719 -0.5841 2.0 0.1 0.8 -0.491
S 0.2003 -1.9251 0.9813 -0.5 0.6 0.2 -0.095
H -0.8849 1.0659 0.0971 1.9 0.4 0.9 0.244
H -2.0932 0.1834 -0.3148 -0.5 -0.7 -0.3 0.197
H -1.0968 0.6921 -1.5631 0.4 0.2 -0.9 0.215
H -0.8030 -1.8913 -1.1626 -0.2 0.8 -0.2 0.220
H 0.6301 -0.7946 -0.9673 -0.1 -0.8 -0.3 0.222
H -0.7723 -1.6471 1.8933 0.2 0.0 -0.6 0.123
O 1.7313 1.6730 0.7062 -0.9 -0.5 0.3 -0.962
H 2.2314 2.2619 0.1480 0.7 0.0 0.2 0.477
H 2.2584 1.1815 1.3517 0.2 0.5 -0.6 0.486

---

Record 2
12
Properties=species:S:1:pos:R:3:forces:R:3:nbo_charge:R:1 method="wB97M-V/def2-TZVPD" e_lumo_ev=0.88 charge=0 orbital_gap_ev=9.9 e_tot_ev=-15085.66785 smiles=CO.CS
C 1.7058 -0.7198 0.0992 -0.3 0.3 0.2 -0.253
O 1.4402 0.0240 1.2845 0.6 -0.2 0.2 -0.728
H 0.7524 -1.1170 -0.2496 0.1 0.0 -0.5 0.168
H 2.4130 -1.5508 0.1844 0.0 0.1 0.5 0.163
H 2.1444 0.0007 -0.5881 -0.2 -0.1 -0.2 0.179
H 0.9236 -0.5229 1.8852 0.0 0.0 -0.1 0.467
C -1.6497 0.6012 -0.9603 0.8 0.5 1.1 -0.706
S -1.7388 0.0016 0.7955 -0.6 -0.3 -0.7 -0.082
H -2.3214 0.0378 -1.5930 -0.1 -0.1 0.1 0.227
H -0.6106 0.5263 -1.2770 -0.1 -0.2 -0.3 0.213
H -1.8867 1.6630 -0.9543 -0.3 -0.1 -0.2 0.221
H -1.1722 1.0559 1.3735 0.2 0.2 -0.1 0.132

---

Record 3
13
Properties=species:S:1:pos:R:3:forces:R:3:nbo_charge:R:1 method="wB97M-V/def2-TZVPD" e_lumo_ev=0.30 charge=0 orbital_gap_ev=10.1 e_tot_ev=-25921.32175 smiles=CCO.SS
C -0.7242 2.5429 3.1493 -0.2 0.2 0.2 -0.626
C 0.0217 1.3865 2.5231 0.1 -0.2 0.1 -0.063
O 0.2033 1.6934 1.1379 0.5 -0.8 -0.2 -0.732
H -1.7031 2.6769 2.6589 0.4 0.0 0.2 0.214
H -0.1454 3.4754 3.0400 -0.2 -0.3 0.0 0.212
H -0.8915 2.3565 4.2235 0.1 0.1 -0.4 0.212
H 1.0005 1.2452 3.0206 -0.3 0.0 -0.2 0.156
H -0.5540 0.4483 2.6403 0.2 0.3 -0.1 0.157
H 0.6866 0.9490 0.7222 -0.4 0.7 0.3 0.470
S 4.6456 1.9788 1.1347 -0.2 0.0 0.0 -0.127
S 4.3933 0.0054 0.6053 0.0 0.1 -0.2 -0.135
H 3.3587 2.3711 1.0231 0.1 0.0 0.0 0.135
H 4.5971 0.1376 -0.7226 0.0 0.0 0.2 0.128

---

Record 4
13
Properties=species:S:1:pos:R:3:forces:R:3:nbo_charge:R:1 method="wB97M-V/def2-TZVPD" e_lumo_ev=0.06 charge=0 orbital_gap_ev=8.3 e_tot_ev=-25920.28675 smiles=CSSC.O
C -0.4930 1.0299 -0.9868 -0.9 0.1 -1.5 -0.740
S 0.9440 -0.0901 -0.7670 -0.2 -1.2 2.9 -0.023
S 2.7881 -0.4939 -1.5804 0.1 2.1 -0.7 0.124
C 3.7725 1.0751 -1.1996 -0.8 -1.2 -0.2 -0.711
H -1.0909 1.0066 -0.0520 1.0 -0.5 -0.2 0.244
H -1.0886 0.5116 -1.7437 -0.2 0.5 0.0 0.219
H -0.4491 2.0874 -1.2250 0.7 0.1 -0.3 0.225
H 4.1813 1.0806 -0.2008 0.1 -0.3 0.3 0.216
H 3.0669 1.8878 -1.2839 0.0 0.2 -0.3 0.225
H 4.5494 1.1119 -1.9493 0.2 0.2 -0.1 0.221
O -5.6910 -3.2851 3.7102 -0.4 -0.3 0.0 -0.944
H -5.0690 -3.0379 4.3965 0.2 0.2 -0.2 0.472
H -5.4205 -2.8838 2.8818 0.2 0.1 0.1 0.472